No. 1
ORCA calculation (ωB97M-V with the def2-TZVPD basis set) on C9H29Br2HfO14P3 as an isolated structure.

The geometry in ORCA input format:
```
! wB97M-V def2-TZVPD RIJCOSX def2/J DEFGRID3
* xyz 0 1
Hf 16.287 -8.499 22.848
Br 18.089 -10.558 23.726
Br 14.070 -10.439 22.985
O 17.071 -6.697 23.772
H 17.024 -6.361 24.656
O 15.350 -7.515 21.127
H 15.327 -6.659 20.722
C 11.684 -8.711 24.926
O 11.771 -7.595 24.019
P 13.046 -6.674 24.095
O 14.319 -7.270 23.677
O 12.608 -5.434 23.212
C 13.492 -4.750 22.327
O 13.083 -6.148 25.609
C 11.960 -5.555 26.221
H 10.890 -8.505 25.645
H 12.629 -8.943 25.408
H 11.335 -9.549 24.329
H 13.077 -4.707 21.320
H 14.470 -5.231 22.336
H 13.532 -3.706 22.652
H 12.132 -4.488 26.360
H 11.715 -6.023 27.172
H 11.045 -5.603 25.621
C 15.664 -10.952 27.511
O 16.595 -9.860 27.425
P 16.186 -8.558 26.631
O 15.944 -8.783 25.197
O 14.846 -8.049 27.348
C 14.919 -7.431 28.631
O 17.280 -7.466 26.971
C 18.675 -7.631 26.694
H 16.041 -11.810 26.960
H 14.692 -10.677 27.106
H 15.569 -11.207 28.565
H 14.306 -7.951 29.363
H 14.634 -6.383 28.532
H 15.941 -7.393 29.015
H 19.000 -7.027 25.850
H 18.978 -8.660 26.507
H 19.189 -7.263 27.583
C 16.251 -13.301 19.110
O 16.079 -12.273 20.080
P 16.780 -10.857 19.897
O 16.604 -9.952 21.043
O 16.221 -10.357 18.510
C 15.342 -9.233 18.446
O 18.305 -11.127 19.564
C 19.119 -11.916 20.452
H 16.696 -12.900 18.197
H 15.282 -13.735 18.865
H 16.885 -14.095 19.507
H 15.840 -8.268 18.447
H 14.617 -9.241 19.263
H 14.734 -9.340 17.546
H 18.489 -12.649 20.968
H 19.521 -11.265 21.223
H 19.835 -12.489 19.873
*
```

LUMO level ... 0.5184 eV
Kohn-Sham gap ... 8.4886 eV

=====

No. 2
ORCA calculation (ωB97M-V with the def2-TZVPD basis set) on a 7-piece molecular cluster, C9H29N3O12S2 overall.

The geometry in ORCA input format:
```
! wB97M-V def2-TZVPD RIJCOSX def2/J DEFGRID3
* xyz 2 1
N -30.011 22.979 -23.061
H -29.263 23.264 -23.751
H -29.903 21.972 -23.002
H -30.888 23.328 -23.479
H -29.881 23.468 -22.180
N -26.370 21.111 -24.516
H -25.813 21.199 -23.663
H -25.952 20.562 -25.278
H -26.580 22.116 -24.714
H -27.210 20.656 -24.158
N -26.322 24.417 -22.315
H -25.822 23.573 -22.051
H -25.663 25.192 -22.407
H -27.005 24.605 -21.580
H -26.867 24.273 -23.212
C -28.147 23.755 -25.935
O -27.687 23.770 -24.595
H -29.242 23.715 -25.845
H -27.950 24.661 -26.517
H -27.760 22.891 -26.493
C -30.790 27.777 -27.916
C -31.680 27.050 -26.969
C -32.672 26.086 -27.560
O -32.853 25.161 -26.479
C -31.723 25.179 -25.759
O -31.513 24.546 -24.749
O -30.881 26.134 -26.173
H -30.127 27.101 -28.457
H -30.150 28.450 -27.343
H -31.336 28.395 -28.627
H -32.162 27.776 -26.308
H -32.318 25.553 -28.443
H -33.615 26.572 -27.805
C -31.963 21.516 -27.964
C -30.559 22.112 -27.791
O -30.070 22.206 -29.122
S -31.259 22.782 -30.054
O -31.301 22.179 -31.343
O -31.283 24.211 -29.943
O -32.435 22.112 -29.185
H -32.726 21.540 -27.194
H -31.806 20.487 -28.308
H -29.957 21.400 -27.232
H -30.582 23.084 -27.297
C -26.108 21.584 -28.581
C -24.700 21.181 -28.967
O -24.700 19.756 -28.941
S -25.993 19.141 -28.095
O -25.636 18.429 -26.920
O -26.909 18.566 -29.020
O -26.424 20.629 -27.567
H -26.773 21.482 -29.440
H -26.095 22.608 -28.218
H -24.051 21.637 -28.212
H -24.373 21.454 -29.967
*
```

LUMO level ... -7.0085 eV
Kohn-Sham gap ... 8.1968 eV

=====

No. 3
ORCA calculation (ωB97M-V with the def2-TZVPD basis set) on C9H30AgN7O6 as an isolated structure.

The geometry in ORCA input format:
```
! wB97M-V def2-TZVPD RIJCOSX def2/J DEFGRID3
* xyz 0 1
Ag -0.345 -0.023 0.416
O -2.185 1.190 1.460
H -1.758 2.041 1.239
C -2.939 -3.390 -0.686
C -2.724 -2.001 -1.228
O -2.209 -1.315 -0.142
H -3.084 -4.070 -1.526
H -3.743 -3.457 0.046
H -2.056 -3.705 -0.131
H -3.614 -1.660 -1.757
H -2.009 -2.099 -2.045
H -2.930 -1.045 0.431
C 1.481 -2.280 -1.291
O 0.932 -1.182 -1.272
N 0.937 -3.415 -1.044
N 2.725 -2.529 -1.565
H -0.011 -3.355 -0.700
H 1.437 -4.280 -1.194
H 3.123 -3.456 -1.515
H 3.262 -1.675 -1.613
C -4.070 1.898 -1.622
O -4.798 2.411 -0.735
N -4.493 1.998 -2.900
N -2.914 1.392 -1.387
H -4.005 1.531 -3.652
H -5.395 2.425 -3.053
H -2.590 1.338 -0.431
H -2.619 0.828 -2.171
C 0.504 -2.597 2.526
O 0.697 -1.469 2.132
N -0.510 -2.983 3.212
N 1.498 -3.491 2.439
H -1.310 -2.372 3.302
H -0.324 -3.900 3.591
H 1.354 -4.411 2.830
H 2.419 -3.152 2.201
C 1.028 2.731 1.996
C 1.243 3.039 0.492
C 2.530 3.851 0.143
O 3.712 3.139 0.608
C 4.858 3.499 -0.102
N 1.402 1.780 -0.245
H 0.708 3.684 2.418
H 1.941 2.295 2.401
H 0.184 2.070 2.194
H 0.411 3.595 0.062
H 2.443 4.807 0.658
H 2.485 4.152 -0.904
H 4.750 3.172 -1.136
H 5.659 2.855 0.262
H 5.133 4.541 0.057
H 1.691 1.906 -1.204
H 2.087 1.143 0.136
*
```

LUMO level ... -0.0146 eV
Kohn-Sham gap ... 6.7656 eV

=====

No. 4
ORCA calculation (ωB97M-V with the def2-TZVPD basis set) on a 6-piece molecular cluster, C9H30N2O10 overall.

The geometry in ORCA input format:
```
! wB97M-V def2-TZVPD RIJCOSX def2/J DEFGRID3
* xyz 0 1
C 2.138 -2.057 -3.093
C 2.277 -3.495 -2.759
O 2.421 -3.635 -1.368
O 0.926 -1.501 -2.632
H 2.170 -1.942 -4.209
H 3.064 -1.578 -2.680
H 3.157 -3.904 -3.330
H 1.325 -3.892 -3.127
H 1.793 -2.968 -1.033
H 1.249 -0.723 -2.190
C 0.331 4.993 -1.319
C -0.202 3.594 -1.282
O -0.015 3.078 0.043
O 0.750 5.482 -2.576
H 1.052 5.123 -0.508
H -0.535 5.532 -1.024
H 0.308 2.930 -1.979
H -1.271 3.516 -1.547
H -0.869 2.848 0.426
H 1.677 5.281 -2.625
C -3.232 1.364 -0.065
C -2.492 0.115 -0.536
O -3.366 -0.560 -1.468
O -2.321 2.072 0.775
H -4.135 1.068 0.543
H -3.513 1.964 -0.926
H -2.278 -0.559 0.357
H -1.592 0.356 -1.087
H -2.861 -1.346 -1.645
H -2.120 1.495 1.536
C -1.716 -0.498 3.701
C -2.897 -1.425 3.284
O -2.190 -2.656 3.030
O -0.959 -0.138 2.633
H -1.289 -1.240 4.358
H -2.045 0.353 4.315
H -3.393 -0.983 2.417
H -3.577 -1.473 4.056
H -2.266 -2.863 2.112
H -0.209 -0.690 2.391
O 1.067 0.619 -0.677
H 0.537 1.424 -0.416
H 0.957 -0.054 -0.017
C 2.513 -1.535 1.333
O 1.333 -1.392 1.405
N 3.378 -0.897 0.459
N 3.199 -2.357 2.147
H 3.030 -0.069 -0.036
H 4.309 -0.896 0.758
H 2.512 -3.028 2.458
H 3.869 -2.852 1.616
*
```

LUMO level ... 0.5049 eV
SMILES ... NC(N)=O.OCCO.OCCO.OCCO.OCCO.O
Kohn-Sham gap ... 10.4387 eV

=====

No. 5
ORCA calculation (ωB97M-V with the def2-TZVPD basis set) on C9H30N2O7 as an isolated structure.

The geometry in ORCA input format:
```
! wB97M-V def2-TZVPD RIJCOSX def2/J DEFGRID3
* xyz 0 1
N -0.497 0.264 -0.520
H -0.630 0.597 0.424
H 0.186 -0.480 -0.487
H -0.207 1.074 -1.048
H -1.419 -0.006 -0.830
N -0.147 2.797 -2.164
O 0.644 2.332 -1.311
O -1.259 2.361 -2.146
O 0.100 3.733 -2.905
C 2.306 0.529 0.265
C 2.422 -0.418 -0.909
C 2.742 -1.864 -0.398
O 1.213 -0.368 -1.501
H 3.298 0.790 0.633
H 1.665 0.204 1.085
H 1.967 1.475 -0.157
H 3.089 0.009 -1.658
H 3.736 -1.988 0.032
H 2.759 -2.398 -1.348
H 1.940 -2.203 0.257
H 1.373 -0.789 -2.348
C 0.243 2.390 1.987
C -0.076 0.953 2.247
C -0.498 0.630 3.727
O -0.998 0.278 1.325
H -0.200 2.910 2.837
H -0.074 2.684 0.986
H 1.315 2.575 2.043
H 0.918 0.512 2.176
H -1.534 0.894 3.942
H 0.213 1.095 4.410
H -0.468 -0.452 3.854
H -1.863 0.160 1.726
C -0.534 -2.494 -1.980
C -1.915 -2.346 -1.297
C -1.669 -2.563 0.211
O -2.389 -1.072 -1.498
H -0.472 -2.612 -3.061
H -0.043 -3.381 -1.578
H 0.057 -1.615 -1.723
H -2.743 -2.936 -1.690
H -1.460 -3.623 0.361
H -2.675 -2.360 0.579
H -0.998 -1.849 0.688
H -2.585 -0.981 -2.433
O -1.738 2.162 -0.170
H -1.607 2.916 0.405
H -1.491 2.477 -1.039
*
```

LUMO level ... 0.4511 eV
Kohn-Sham gap ... 9.3030 eV

=====

Calculated values (eV) of highest occupied orbital energy for the records, taken in order: -7.970, -15.205, -6.780, -9.934, -8.852.
Calculated values (hartree/bohr) of strongest force on any atom for the records, taken in order: 0.070, 0.042, 0.121, 0.071, 0.286.